Molecular formula: C47H33ClFN8O9ScSe
Method: DFT, ωB97M-V/def2-TZVPD

```
101
Properties=species:S:1:pos:R:3:forces:R:3
Sc -0.534 -0.313 0.205 -0.3 0.0 0.3
O -3.661 2.208 4.745 -0.1 0.0 -0.2
C -2.624 1.608 5.289 0.3 0.3 0.0
O -2.353 1.714 6.461 -0.1 -0.1 0.0
C -1.718 0.831 4.384 -0.1 -0.1 0.0
C -0.610 0.125 4.820 0.1 -0.1 0.1
Cl 0.033 -0.092 6.374 0.0 0.0 0.0
N 0.002 -0.421 3.750 -0.1 0.0 -0.1
N -0.658 -0.102 2.615 0.1 0.1 0.0
C -1.690 0.646 2.986 0.0 0.0 0.0
C -2.570 1.173 1.879 -0.1 0.0 0.1
O -3.597 1.789 2.168 0.0 0.1 0.1
O -2.134 0.938 0.716 -0.1 0.1 0.0
C 1.219 -1.176 3.721 0.0 0.1 0.0
C 1.281 -2.407 4.354 0.0 0.0 0.0
C 2.464 -3.127 4.298 0.0 0.0 0.0
C 3.559 -2.613 3.614 0.0 0.0 0.0
C 3.483 -1.371 3.002 0.0 0.0 0.0
C 2.307 -0.638 3.061 0.1 -0.1 0.0
H -3.699 2.088 3.746 0.0 -0.1 0.1
H 0.418 -2.792 4.881 0.0 0.0 0.0
H 2.530 -4.091 4.784 0.0 0.0 0.0
H 4.477 -3.183 3.566 0.0 0.0 0.0
H 4.336 -0.962 2.478 0.0 0.0 0.0
H 2.237 0.339 2.604 0.0 0.0 -0.1
C -5.474 -2.633 -5.087 0.0 0.0 0.0
C -4.047 -2.689 -5.617 0.1 0.0 0.0
C -3.965 -1.981 -6.960 0.0 0.0 0.0
C -2.534 -1.891 -7.453 0.0 0.0 0.0
C -1.702 -1.162 -6.440 0.0 0.0 0.1
C -0.639 -0.374 -6.805 0.0 0.0 0.0
C 0.134 0.259 -5.831 0.0 0.0 0.0
F 1.165 1.016 -6.245 0.0 0.0 0.0
C -0.120 0.123 -4.500 0.0 0.0 0.0
C -1.209 -0.672 -4.105 0.0 0.0 0.0
C -1.460 -0.866 -2.685 0.1 0.0 0.1
O -0.712 -0.265 -1.859 0.0 0.1 -0.2
C -2.500 -1.753 -2.341 -0.2 0.1 -0.1
C -3.256 -2.299 -3.345 0.0 0.0 0.1
N -3.084 -2.079 -4.652 -0.1 0.0 0.0
C -2.009 -1.298 -5.069 0.0 0.0 -0.1
C -2.880 -2.143 -0.926 0.4 -0.4 0.0
O -3.753 -2.985 -0.778 -0.2 0.1 0.0
O -2.178 -1.610 0.000 0.1 0.1 0.0
H -6.148 -2.963 -5.877 0.0 0.0 0.0
H -5.738 -1.609 -4.817 0.0 0.0 0.0
H -5.647 -3.275 -4.227 0.0 0.0 0.0
H -3.740 -3.731 -5.745 0.0 0.0 0.0
H -4.393 -0.979 -6.864 0.0 0.0 0.0
H -4.590 -2.532 -7.662 0.0 0.0 0.0
H -2.478 -1.385 -8.417 0.0 0.0 0.0
H -2.132 -2.899 -7.601 0.0 0.0 0.0
H -0.383 -0.240 -7.848 0.0 0.0 0.0
H 0.491 0.603 -3.749 0.0 0.0 0.0
H -4.063 -2.952 -3.044 0.0 0.0 0.0
C 0.542 3.471 6.100 0.0 0.0 0.0
O 1.066 4.687 5.589 0.0 0.0 0.0
C 1.999 4.609 4.612 0.0 0.0 0.0
C 2.405 5.827 4.065 0.0 0.0 0.0
C 3.331 5.847 3.046 0.0 0.0 0.0
C 3.837 4.659 2.523 0.1 0.0 -0.1
C 3.482 3.452 3.106 -0.1 0.0 0.1
C 2.565 3.421 4.150 0.0 0.0 0.0
N 4.771 4.832 1.441 -0.1 0.1 0.0
N 4.797 4.103 0.441 0.1 -0.2 0.0
C 3.887 2.997 0.271 0.0 0.2 0.0
C 4.446 1.764 0.076 0.0 0.0 0.0
C 3.667 0.595 -0.035 0.0 0.1 0.0
C 2.292 0.676 0.029 0.0 0.0 -0.1
O 1.478 -0.348 -0.029 0.3 -0.2 0.1
C 1.700 1.973 0.158 0.0 -0.1 0.0
N 0.340 1.970 0.196 0.0 0.0 -0.1
C -0.286 3.122 0.256 0.0 0.0 0.0
C 0.398 4.353 0.273 0.0 0.0 0.0
C 1.763 4.366 0.267 0.1 0.0 0.0
C 2.472 3.143 0.238 0.0 0.0 0.0
H -0.249 3.738 6.793 0.0 0.0 0.0
H 1.311 2.894 6.619 0.0 0.0 0.0
H 0.114 2.871 5.294 0.0 0.0 0.0
H 1.982 6.739 4.464 0.0 0.0 0.0
H 3.669 6.785 2.625 0.0 0.0 0.0
H 3.909 2.523 2.752 0.0 0.0 0.0
H 2.305 2.471 4.595 0.0 0.0 0.0
H 5.527 1.694 0.044 0.0 0.0 0.0
H 4.135 -0.371 -0.172 0.0 0.0 0.0
H -1.367 3.083 0.282 0.0 0.0 0.0
H -0.169 5.273 0.295 0.0 0.0 0.0
H 2.303 5.303 0.276 0.0 0.0 0.0
Se -0.810 -3.609 1.951 0.0 -0.1 -0.2
N 0.156 -2.695 0.771 -0.2 0.0 0.1
C 0.257 -3.453 -0.312 0.1 0.1 -0.1
C 0.933 -3.066 -1.516 0.0 0.0 0.0
C 0.912 -3.922 -2.565 0.0 0.0 0.0
C 0.248 -5.195 -2.498 0.0 0.0 0.0
C -0.386 -5.604 -1.375 0.0 0.0 0.0
C -0.404 -4.731 -0.241 0.0 -0.1 0.0
N -1.018 -5.004 0.899 0.0 0.1 0.1
H 1.438 -2.110 -1.544 0.0 0.0 0.0
H 1.417 -3.650 -3.484 0.0 0.0 0.0
H 0.269 -5.836 -3.370 0.0 0.0 0.0
H -0.888 -6.559 -1.306 0.0 0.0 0.0
```
Forces are in eV/Å.

## Properties
energy relative to the best compared isomer or geometry (same formula, charge and spin)	7.5	kcal per mole
highest occupied orbital energy	-7.60	eV
LUMO level	-0.984	eV
maximum force	0.011	hartree/bohr

Molecular formula: C21H22NO5S2
Method: DFT, ωB97M-V/def2-TZVPD

```
51
Properties=species:S:1:pos:R:3:forces:R:3
C 5.315 -0.046 3.610 -0.8 0.2 0.5
O 4.089 0.105 4.377 1.3 0.1 -0.6
C 2.930 0.053 3.670 -0.9 -0.5 -0.7
C 2.880 -0.107 2.259 0.6 0.1 1.3
C 1.673 -0.408 1.669 -0.6 0.6 0.1
C 0.493 -0.511 2.438 1.6 1.0 0.0
C -0.751 -0.891 1.836 2.0 -4.3 -1.5
C -0.829 -2.114 1.285 0.3 -0.8 -0.3
S -2.230 -3.084 0.705 0.1 2.0 0.4
O -2.473 -4.107 1.697 -0.1 -0.2 -0.5
O -3.301 -2.190 0.323 0.1 -0.8 -0.1
C -1.563 -3.812 -0.803 -0.6 0.1 -0.2
C -0.654 -4.998 -0.558 0.1 -0.6 -0.3
C 0.098 -4.917 0.749 0.4 0.2 0.3
S 0.647 -3.228 1.108 -0.1 0.2 1.0
O 1.385 -2.775 -0.059 -0.1 -0.4 0.0
O 1.301 -3.318 2.394 0.2 -0.1 -0.3
C 0.541 -0.152 3.802 -0.8 -0.3 -0.7
C 1.736 0.083 4.429 1.2 0.1 -0.4
H 6.108 0.008 4.356 0.0 0.0 -0.2
H 5.350 -1.019 3.087 -0.1 0.4 0.2
H 5.418 0.772 2.876 0.0 -0.3 0.3
H 3.794 -0.076 1.658 -0.5 0.0 0.2
H 1.647 -0.506 0.583 -0.2 -0.2 0.4
H -1.543 -0.007 1.910 -0.8 0.2 0.3
H -2.460 -4.096 -1.363 0.1 0.1 0.0
H -1.047 -3.011 -1.344 -0.2 0.0 0.2
H -1.240 -5.919 -0.569 0.0 0.0 0.1
H 0.065 -5.086 -1.377 -0.1 0.2 0.0
H -0.478 -5.275 1.607 0.2 0.2 -0.2
H 1.053 -5.453 0.701 -0.1 0.1 0.1
H -0.403 -0.118 4.352 0.3 -0.1 -0.1
H 1.797 0.253 5.502 0.0 0.0 -0.2
C -3.194 0.858 0.782 0.1 -0.7 0.2
C -2.487 0.816 2.144 -2.7 3.9 0.7
C -3.303 0.208 3.166 -0.6 -0.4 0.7
N -3.937 -0.274 4.023 0.9 0.5 -1.1
C -2.122 2.222 2.584 -0.5 -0.2 0.1
C -2.078 3.294 1.659 -0.2 0.0 0.2
C -2.045 4.624 2.083 0.6 -0.4 0.1
C -1.939 4.929 3.440 -0.4 0.0 -0.1
C -1.947 3.889 4.374 0.4 -0.6 -0.3
C -1.999 2.551 3.953 0.0 0.6 0.1
H -2.493 1.251 0.033 -0.2 -0.2 0.0
H -3.445 -0.172 0.496 -0.1 0.6 0.0
H -4.101 1.488 0.801 0.3 -0.2 -0.1
H -2.148 3.086 0.588 0.0 0.2 0.5
H -2.066 5.411 1.330 0.0 -0.1 0.2
H -1.923 5.968 3.766 0.0 -0.2 0.0
H -1.892 4.105 5.443 0.0 0.0 -0.3
H -2.009 1.755 4.707 -0.1 0.3 -0.3
```
Forces are in eV/Å.

## Properties
energy relative to the best compared isomer or geometry (same formula, charge and spin)	34.3	kcal per mole
highest occupied orbital energy	-3.19	eV
charge	-1
LUMO level	2.476	eV
maximum force	0.097	hartree/bohr